This record from OMol25 describes a cluster of 11 separate species, C68H166F6N8O12P in total in a non-equilibrium geometry. The level of theory is wB97M-V/def2-TZVPD.

Geometry (Å):
C: -1.85991 -2.00647 -9.45691
C: -1.14886 -1.88080 -8.05120
N: -0.96747 -3.21346 -7.25797
C: -2.35920 -3.52967 -6.70049
C: -0.49178 -4.38043 -8.18510
C: 0.81786 -4.18327 -8.95137
C: 0.12345 -3.03382 -6.14584
C: -0.28926 -2.05813 -4.96025
O: -1.48945 -2.43526 -4.27333
C: -1.77219 -1.88571 -3.00549
H: -1.63651 -1.24234 -10.20143
H: -2.92133 -1.83031 -9.28241
H: -1.78215 -2.89209 -10.08756
H: -1.52545 -1.01670 -7.50382
H: -0.14847 -1.57551 -8.35798
H: -2.33410 -4.39337 -6.03605
H: -2.90173 -3.89944 -7.57057
H: -2.97855 -2.78479 -6.20084
H: -1.30317 -4.52961 -8.89748
H: -0.43037 -5.21515 -7.48683
H: 1.69997 -4.17950 -8.31108
H: 0.88825 -3.31226 -9.60290
H: 0.88744 -4.99703 -9.67321
H: 1.00405 -2.59400 -6.61401
H: 0.25091 -4.00428 -5.66618
H: -0.55370 -1.07676 -5.35408
H: 0.59999 -1.78786 -4.39078
H: -1.87169 -0.80078 -3.03912
H: -0.97225 -1.97960 -2.27106
H: -2.64503 -2.37034 -2.56802
C: 7.31596 -0.28551 -5.14222
C: 6.77530 -0.41213 -3.66633
N: 5.33535 -1.09548 -3.45631
C: 5.61714 -2.62591 -3.56768
C: 4.80242 -0.80161 -1.99744
C: 3.52654 -1.54207 -1.47367
C: 4.22599 -0.80420 -4.58157
C: 3.61278 0.60465 -4.48050
O: 4.60660 1.63005 -4.29134
C: 4.01627 2.87151 -4.06122
H: 8.24102 0.29065 -5.16240
H: 6.59899 0.26212 -5.75390
H: 7.41275 -1.29470 -5.54256
H: 6.66779 0.57805 -3.22352
H: 7.52086 -0.75883 -2.95076
H: 6.46597 -2.79066 -2.90402
H: 5.75418 -2.78080 -4.63788
H: 4.82304 -3.21635 -3.11065
H: 4.70465 0.28061 -2.08313
H: 5.62309 -1.10519 -1.34749
H: 3.15475 -1.08995 -0.55418
H: 3.90387 -2.50082 -1.11796
H: 2.69647 -1.57484 -2.17936
H: 3.44412 -1.53668 -4.38099
H: 4.68639 -0.92530 -5.56211
H: 2.92620 0.57385 -3.63447
H: 2.94651 0.78023 -5.32510
H: 4.76180 3.66203 -4.14702
H: 3.47115 2.96127 -3.12160
H: 3.31900 3.08341 -4.87177
C: 5.10654 -1.97236 3.01113
C: 5.31550 -1.12831 4.25085
N: 4.14189 -0.21080 4.65814
C: 4.58949 0.70602 5.81327
C: 3.78880 0.73548 3.50486
C: 2.62652 1.76807 3.82592
C: 2.92496 -1.07786 5.17938
C: 3.20952 -2.24397 6.13835
O: 3.92743 -1.75698 7.21687
C: 4.45619 -2.76045 8.04863
H: 5.99374 -2.58261 2.84207
H: 4.85461 -1.51349 2.05506
H: 4.26603 -2.63774 3.20841
H: 6.12091 -0.43281 4.01486
H: 5.56682 -1.81567 5.05862
H: 3.78327 1.19097 6.36367
H: 5.34939 1.40036 5.45474
H: 5.14578 0.17389 6.58494
H: 3.61481 0.12931 2.61582
H: 4.73466 1.23287 3.29024
H: 2.38552 2.48344 3.03962
H: 2.87687 2.31426 4.73537
H: 1.66218 1.27364 3.94297
H: 2.40474 -1.41835 4.28409
H: 2.24707 -0.44205 5.74885
H: 3.83783 -2.90119 5.53720
H: 2.28818 -2.74119 6.44169
H: 4.78252 -3.64797 7.50650
H: 3.65091 -3.08431 8.70798
H: 5.13063 -2.35606 8.80341
C: -0.99552 4.94853 4.13345
C: -1.28765 5.09475 2.65879
N: -2.78697 4.93717 2.38378
C: -3.62404 6.06414 3.05651
C: -3.07342 5.04396 0.86108
C: -2.23376 4.11119 -0.02843
C: -3.35224 3.56669 2.94277
C: -4.92493 3.27487 2.95023
O: -5.29297 3.02801 1.58659
C: -6.65549 3.19522 1.18532
H: -0.80953 3.91015 4.40783
H: -1.62821 5.37775 4.91036
H: -0.08446 5.49686 4.37302
H: -0.80972 4.32758 2.04958
H: -0.86863 5.99009 2.19956
H: -3.44284 5.91374 4.12077
H: -4.68126 5.92734 2.82921
H: -3.19614 7.00836 2.71968
H: -3.01485 6.08634 0.54783
H: -4.14473 4.86050 0.77893
H: -2.61374 4.11039 -1.05005
H: -2.20888 3.09669 0.36939
H: -1.17141 4.35509 -0.02493
H: -3.08694 3.54709 3.99981
H: -2.73949 2.79471 2.47727
H: -5.56249 4.07045 3.33582
H: -5.30302 2.43008 3.52596
H: -6.66974 2.75400 0.18871
H: -6.92605 4.23292 0.99019
H: -7.41785 2.78502 1.84763
C: 0.22276 -4.15908 -1.76183
C: 0.89406 -5.23725 -0.78812
N: 0.75806 -6.76615 -1.14135
C: -0.74601 -7.09378 -1.17760
C: 1.47502 -6.97375 -2.52873
C: 3.07298 -6.86171 -2.66287
C: 1.44178 -7.69820 -0.08360
C: 1.41640 -9.17110 -0.45695
O: 0.04811 -9.59907 -0.21425
C: -0.24890 -10.90396 -0.65838
H: 0.32568 -4.21158 -2.84569
H: 0.59549 -3.17587 -1.47468
H: -0.85877 -4.08322 -1.64935
H: 0.39340 -5.01310 0.15379
H: 1.90845 -5.03514 -0.44423
H: -0.63176 -7.99061 -1.78649
H: -1.31363 -6.31851 -1.69226
H: -1.07823 -7.34415 -0.17011
H: 0.99898 -6.35846 -3.29222
H: 1.19031 -7.96372 -2.88509
H: 3.31727 -7.05435 -3.70753
H: 3.71816 -7.56883 -2.14151
H: 3.38423 -5.84698 -2.41480
H: 0.91105 -7.40862 0.82336
H: 2.44702 -7.27905 -0.03987
H: 2.12374 -9.78509 0.10054
H: 1.84469 -9.32764 -1.44698
H: -0.31089 -10.98555 -1.74355
H: -1.25543 -11.17381 -0.33873
H: 0.42803 -11.65185 -0.24542
C: -2.67480 0.72612 9.57247
C: -2.89497 1.01012 8.03624
N: -4.04740 0.13507 7.43797
C: -3.74876 -1.38752 7.63342
C: -5.39157 0.44694 8.17351
C: -6.69045 -0.19917 7.62587
C: -4.31549 0.35564 5.91235
C: -3.00402 0.48308 5.08622
O: -2.15124 -0.71643 5.23542
C: -0.82493 -0.57527 4.72567
H: -3.49954 0.75463 10.28458
H: -2.00579 1.48942 9.96983
H: -2.07590 -0.17892 9.67406
H: -2.04433 0.64734 7.45926
H: -3.13638 2.05380 7.83486
H: -2.69991 -1.52952 7.37291
H: -4.48166 -2.04480 7.16551
H: -3.81857 -1.53818 8.71070
H: -5.53631 1.50833 7.97197
H: -5.15422 0.21322 9.21136
H: -6.56069 -1.27126 7.47792
H: -6.97906 0.22172 6.66272
H: -7.54795 0.04488 8.25294
H: -4.83122 1.31589 5.91926
H: -4.90265 -0.43309 5.44199
H: -2.38485 1.34068 5.34939
H: -3.40363 0.54474 4.07399
H: -0.36359 -1.55746 4.82846
H: -0.16874 -0.01194 5.38912
H: -0.79077 -0.29905 3.67180
C: -6.55062 4.43910 -6.23431
C: -6.37869 4.93816 -4.74469
N: -5.91932 3.87634 -3.63731
C: -5.84507 4.55007 -2.24854
C: -6.99064 2.78754 -3.53102
C: -8.47657 3.24664 -3.22115
C: -4.42658 3.31385 -3.97916
C: -3.98181 2.08666 -3.20383
O: -4.20355 2.08245 -1.79853
C: -3.53330 1.07899 -1.11757
H: -5.81143 3.76616 -6.66888
H: -6.62325 5.32832 -6.86050
H: -7.51969 3.94648 -6.31384
H: -7.25074 5.42789 -4.31135
H: -5.54631 5.64162 -4.76480
H: -6.80799 5.03557 -2.08991
H: -5.13216 5.36787 -2.35370
H: -5.65357 3.84589 -1.43887
H: -6.63678 2.01975 -2.84299
H: -6.98452 2.37618 -4.54040
H: -8.45091 3.70026 -2.23036
H: -9.12516 2.37979 -3.09466
H: -8.97019 3.93416 -3.90800
H: -3.76589 4.15680 -3.77667
H: -4.43087 3.25287 -5.06744
H: -2.91726 2.08544 -3.43798
H: -4.52902 1.27489 -3.68309
H: -3.62013 0.11266 -1.61433
H: -3.93771 1.02422 -0.10685
H: -2.48188 1.26114 -0.89524
C: 1.95422 4.51016 -1.40730
C: 3.20031 5.44240 -1.08216
N: 3.73799 5.14425 0.40013
C: 4.93469 6.02667 0.67017
C: 2.74608 5.49736 1.54397
C: 1.87782 6.76826 1.28218
C: 4.07506 3.60448 0.53723
C: 5.45817 3.16480 -0.10756
O: 5.86212 3.69585 -1.37361
C: 6.96842 3.01869 -2.03414
H: 1.11755 4.75196 -0.75186
H: 2.14155 3.45877 -1.18917
H: 1.67846 4.68931 -2.44651
H: 2.95576 6.49404 -1.23164
H: 3.95977 5.27388 -1.84565
H: 4.69606 7.08973 0.63761
H: 5.66138 5.78413 -0.10519
H: 5.49585 5.67828 1.53725
H: 3.24560 5.54274 2.51171
H: 2.07787 4.64314 1.65307
H: 1.46268 7.12626 2.22430
H: 1.01919 6.49141 0.67046
H: 2.37806 7.58611 0.76355
H: 3.22707 2.94855 0.34039
H: 4.11547 3.47979 1.61933
H: 5.54123 2.07971 -0.16896
H: 6.29519 3.30303 0.57684
H: 6.76722 2.68670 -3.05267
H: 7.30171 2.11115 -1.53076
H: 7.88700 3.58127 -1.86736
P: 0.63570 0.95345 0.42831
F: -0.22525 1.65150 -0.72045
F: 1.97281 1.01162 -0.46046
F: 0.83049 2.53019 0.84706
F: 1.65426 0.55068 1.61148
F: -0.68694 0.74914 1.32887
F: 0.39742 -0.61732 -0.03340
C: -2.53821 -2.02812 1.79496
C: -3.23605 -3.01709 0.83486
O: -4.31390 -3.60583 1.24162
O: -2.98091 -3.31406 -0.30355
H: -3.08767 -1.09783 1.93902
H: -1.53555 -1.71939 1.49925
H: -2.57247 -2.55488 2.74861
C: 1.10156 -3.17679 1.95321
C: 1.53501 -4.22016 2.98904
O: 1.48016 -3.89621 4.16615
O: 1.86800 -5.35502 2.60887
H: 1.65948 -3.22454 1.01804
H: 1.30202 -2.25093 2.49239
H: 0.03721 -3.26138 1.73389

Calculated values
electronic energy	-4969.516741	Eh
HOMO-LUMO gap (alpha / beta)	6.22 / 4.41	eV
net charge	+6
F_max	3.28	eV/A
multiplicity	2